1.
{
  "formula": "H5P3S",
  "method": "the ωB97M-V functional and the def2-TZVPD basis",
  "smiles": "P=[PH2][PH2]=S",
  "e_above_lowest_kcal_mol": 37.7,
  "e_lumo_ha": -0.037,
  "e_homo_ha": -0.2895,
  "spin_multiplicity": 1,
  "e_tot_ha": -1425.13174,
  "elements": ["P", "P", "P", "S", "H", "H", "H", "H", "H"],
  "xyz": [[-2.679, -0.096, -0.108], [-0.792, 0.596, 0.245], [1.401, -0.545, -0.008], [3.243, 0.044, 0.151], [-2.049, -0.146, -1.431], [-0.556, 1.779, -0.314], [-0.813, 0.982, 1.493], [1.346, -1.379, -1.144], [0.898, -1.234, 1.114]]
}

***

2.
{
  "formula": "C2H9NP",
  "method": "the ωB97M-V functional and the def2-TZVPD basis",
  "e_above_lowest_kcal_mol": 3.3,
  "e_lumo_ha": -0.145,
  "charge": 1,
  "e_homo_ha": -0.5208,
  "spin_multiplicity": 1,
  "e_tot_ha": -477.40224,
  "elements": ["C", "C", "N", "P", "H", "H", "H", "H", "H", "H", "H", "H", "H"],
  "xyz": [[-0.781, -1.106, 0.314], [-0.151, 0.067, -0.376], [-0.589, 1.351, 0.237], [2.105, 0.004, 0.051], [-0.523, -1.132, 1.372], [-0.430, -2.029, -0.137], [-1.867, -1.096, 0.218], [-0.304, 0.085, -1.449], [-0.178, 1.430, 1.179], [-0.278, 2.156, -0.321], [-1.617, 1.389, 0.328], [2.439, 0.257, -1.283], [2.173, -1.376, -0.134]]
}